Record 1
{"formula": "C18H28N4O4", "method": "ωB97M-V/def2-TZVPD", "elements": ["O", "O", "O", "O", "N", "N", "N", "N", "C", "C", "C", "C", "C", "C", "C", "C", "C", "C", "C", "C", "C", "C", "C", "C", "C", "C", "H", "H", "H", "H", "H", "H", "H", "H", "H", "H", "H", "H", "H", "H", "H", "H", "H", "H", "H", "H", "H", "H", "H", "H", "H", "H", "H", "H"], "coordinates": [[3.59042, -1.06611, -2.00427], [-0.70525, 0.10846, -2.59959], [-0.39288, 2.91022, 1.15510], [7.98472, 0.95346, -1.06093], [1.19805, 0.26030, -1.56004], [1.30643, 1.91137, 0.29678], [3.05925, 0.33023, -0.30572], [3.99072, 0.85689, 0.94713], [-6.95367, -1.91764, 1.29663], [-7.31042, -1.87863, -0.08131], [-5.51838, -2.50572, 1.38861], [6.42828, -1.08927, -0.80097], [-0.62549, 1.35601, -0.97280], [0.15964, 2.02043, -0.04784], [1.84934, 0.69627, -0.42860], [-3.02449, 1.00099, -0.52370], [-2.15092, 2.02109, -1.16675], [-2.99544, 0.74573, 0.86238], [6.15862, 0.97728, 1.59994], [4.01722, -0.53270, -0.88097], [7.29237, -0.25104, -1.77936], [-0.04566, 0.52753, -1.65189], [5.20918, 0.40192, 0.69001], [5.40812, -0.49477, -0.25338], [-4.29261, 0.08843, 1.23612], [-4.36473, -1.50826, 0.74194], [-3.41370, -1.93752, 0.97147], [-4.65954, -1.45190, -0.29631], [-5.05980, 0.38584, 0.97710], [8.00355, -0.77672, -2.48607], [-2.85174, 1.50473, 1.49392], [6.88891, 1.86000, 1.14770], [6.80074, 0.01863, 1.89029], [-6.90704, -1.13916, -0.81878], [0.28894, 3.20276, 1.54396], [7.05688, -1.56821, -0.14319], [-4.12574, -0.05633, 2.47567], [5.88554, 1.52107, 2.56706], [-2.09641, 1.98057, -2.21618], [-2.89550, 0.01581, -1.36483], [-7.16221, -2.83519, -0.71482], [-2.02581, 0.18604, 1.05909], [-8.38445, -1.54424, -0.08208], [-4.11705, 1.30407, -1.09592], [-7.31558, -2.66195, 1.84775], [6.11331, -1.87407, -1.59005], [3.54608, 1.70842, 0.96977], [-5.33386, -3.47821, 0.88526], [-2.35685, 2.93603, -0.48005], [6.65803, 0.09108, -2.54976], [-6.92524, -0.96190, 1.68463], [8.63154, 0.48550, -0.44937], [1.74787, -0.46416, -1.91517], [-5.26328, -2.37350, 2.59237]], "forces_ev_per_a": [[2.38, 1.21, 4.42], [-0.60, -2.64, -2.78], [-9.18, -4.58, -8.11], [-0.28, -3.37, -0.48], [6.67, -0.01, 5.43], [11.24, -6.77, -0.53], [8.68, -1.02, 5.30], [-5.21, -3.27, -2.98], [5.55, -0.64, -1.62], [-3.14, -0.10, -4.92], [3.36, 3.94, 2.59], [6.28, -4.22, -7.16], [-6.53, 13.02, 10.52], [-8.78, 2.95, 3.18], [-4.08, 5.42, -1.52], [-3.40, -1.18, -9.81], [3.34, -1.31, 3.61], [0.17, -3.74, -0.25], [5.44, 1.33, 2.19], [-2.54, -1.70, -6.19], [1.88, 1.48, 0.82], [-2.16, -5.78, -9.51], [0.63, 2.36, 1.50], [-10.40, 3.30, 0.93], [14.05, -10.74, 8.68], [-2.22, 1.14, 1.20], [0.69, -0.39, -0.46], [0.75, -0.24, -0.59], [-13.11, 6.51, -4.18], [-0.09, -0.07, 1.75], [0.35, 3.88, 1.88], [-1.74, -2.72, 0.49], [-0.67, 2.39, -0.26], [0.52, -0.08, 1.34], [8.41, 3.25, 4.39], [1.57, -1.30, 1.70], [-1.37, 0.58, -2.96], [-0.61, -1.32, -1.35], [-1.14, 0.84, -1.36], [-0.06, 2.09, 3.16], [-0.59, 1.05, 1.44], [-1.36, -0.30, 0.08], [0.42, -0.83, -0.64], [2.02, -0.60, 2.45], [-3.38, -2.28, 2.26], [-0.04, 0.64, 1.57], [0.09, 3.27, 0.97], [-0.51, 0.36, 0.87], [1.26, -0.79, -2.04], [-1.12, 1.49, -0.37], [-0.31, 1.80, 1.46], [-1.08, 0.98, -1.15], [0.32, -1.92, -2.11], [-0.39, -1.39, -2.85]], "multiplicity": 1, "smiles": "CCCCCCCCc1c(O)nc(-n2[nH]c(C)c(CCO)c2=O)[nH]c1=O", "homo_ev": -8.0, "charge": 0}

---

Record 2
{"formula": "C18H28N5O10P2RbS3", "method": "ωB97M-V/def2-TZVPD", "elements": ["Rb", "S", "S", "S", "P", "P", "O", "O", "O", "O", "O", "O", "O", "O", "O", "O", "N", "N", "N", "N", "N", "C", "C", "C", "C", "C", "C", "C", "C", "C", "C", "C", "C", "C", "C", "C", "C", "C", "C", "H", "H", "H", "H", "H", "H", "H", "H", "H", "H", "H", "H", "H", "H", "H", "H", "H", "H", "H", "H", "H", "H", "H", "H", "H", "H", "H", "H"], "coordinates": [[-1.42290, -1.09187, -0.88556], [1.08113, -0.52944, 1.70525], [0.69526, -3.62120, -2.27880], [-4.12306, 2.74355, -3.78137], [-4.52865, -2.59740, 0.27006], [-3.59037, -0.69301, 2.17470], [1.24908, -1.32349, 0.44308], [0.06554, 3.20411, 1.15553], [-3.93268, -0.12911, 3.49472], [-4.33274, -1.46740, -0.73280], [-2.19564, -1.25668, 1.95041], [-4.64487, -1.84793, 1.73296], [-5.63719, -3.54855, 0.08694], [-3.12257, -3.37435, 0.47179], [-3.87828, 0.40163, 0.99800], [2.06212, -4.17862, -2.47569], [0.48934, 2.05470, -4.39715], [-1.99970, 2.60852, 0.42518], [0.23385, 0.76031, -2.59822], [0.10671, -2.60978, -3.16153], [-2.54665, 1.29564, -2.40730], [0.80009, -3.17163, 2.55177], [0.69258, -1.73092, 3.03046], [3.77619, -0.08027, -3.22152], [1.53529, 0.65509, -3.04981], [-3.78800, 1.63250, -2.51433], [2.75459, -0.05623, 2.22025], [3.95953, 0.74792, -4.34043], [2.56600, -0.14356, -2.56027], [-1.40477, 2.15898, 2.73046], [2.93826, 1.53216, -4.84503], [-1.77802, 1.90624, -3.36829], [-1.03316, 2.70831, 1.37648], [2.22792, -3.66213, 2.34618], [1.71929, 1.46102, -4.17863], [2.75014, 0.88771, 3.42354], [2.67019, 2.35608, 3.02807], [-0.35550, 1.57122, -3.42260], [-2.46388, 2.73938, -4.20282], [-2.45809, 2.29702, 2.96656], [0.22685, 2.60797, -5.19081], [1.76431, 2.57670, 2.46237], [3.17840, 0.42423, 1.33674], [3.08045, 2.15431, -5.72012], [2.67460, -3.18334, 1.47539], [3.65265, 0.70537, 4.01403], [-0.33906, -1.50453, 3.30119], [0.28395, -3.79201, 3.28965], [2.39158, -0.80013, -1.71780], [4.92445, 0.75861, -4.83307], [3.30466, -0.97949, 2.40795], [3.52439, 2.63010, 2.40382], [-1.23259, 1.07879, 2.72093], [-2.68403, 1.85531, 0.55355], [-4.10370, -0.16023, 0.18872], [1.90990, 0.64160, 4.08121], [-2.09609, 3.33115, -5.02400], [-4.56894, 1.24136, -1.87600], [4.59419, -0.70571, -2.88930], [-0.77016, 2.61599, 3.48739], [-2.59053, -2.81058, 1.07979], [2.24447, -4.73894, 2.17153], [1.35556, -1.52985, 3.87596], [2.68257, 2.99787, 3.91208], [0.24507, -3.27234, 1.61835], [-1.63929, 2.70317, -0.51347], [2.84996, -3.45391, 3.22373]], "forces_ev_per_a": [[0.13, -0.31, -0.19], [-0.09, 0.02, -0.08], [0.02, -0.02, 0.03], [0.02, 0.02, -0.05], [-0.11, 0.03, -0.08], [0.08, 0.09, -0.02], [-0.02, 0.19, 0.03], [-0.09, 0.17, -0.08], [-0.04, 0.07, 0.02], [0.11, 0.01, 0.10], [-0.09, 0.00, -0.09], [-0.01, -0.04, 0.04], [-0.01, -0.04, 0.04], [-0.08, 0.13, -0.02], [0.09, 0.04, -0.03], [0.04, 0.01, -0.08], [-0.01, -0.03, 0.03], [0.12, -0.35, -0.15], [-0.17, 0.12, 0.03], [0.04, 0.06, 0.07], [-0.02, -0.05, -0.07], [0.01, 0.01, -0.01], [-0.04, 0.05, 0.02], [-0.02, -0.01, 0.02], [-0.01, -0.06, 0.07], [-0.02, -0.05, 0.05], [0.04, -0.17, 0.06], [0.03, 0.00, -0.01], [0.05, 0.02, -0.04], [0.02, -0.03, -0.02], [-0.03, 0.01, 0.00], [-0.08, 0.08, -0.04], [0.09, -0.07, 0.27], [0.01, -0.01, 0.00], [0.03, -0.01, -0.01], [-0.01, -0.04, 0.01], [0.01, 0.03, 0.01], [0.10, -0.01, -0.06], [-0.01, -0.03, 0.07], [-0.02, -0.01, 0.00], [0.00, 0.00, 0.00], [0.00, -0.01, -0.02], [0.00, 0.00, -0.01], [0.01, 0.00, 0.00], [0.01, 0.02, 0.00], [0.00, 0.00, -0.01], [-0.01, 0.00, -0.01], [0.01, 0.01, 0.01], [-0.01, 0.00, 0.01], [0.00, 0.00, -0.01], [0.01, 0.00, -0.02], [0.02, 0.00, 0.00], [-0.03, 0.02, 0.00], [-0.05, 0.22, 0.08], [-0.02, 0.01, 0.07], [0.01, 0.00, 0.01], [0.02, 0.00, -0.01], [0.01, -0.02, 0.03], [0.01, 0.00, 0.00], [-0.01, 0.00, 0.01], [0.06, -0.09, 0.03], [0.00, 0.00, -0.02], [-0.01, 0.00, 0.01], [-0.01, 0.01, 0.00], [-0.01, -0.02, 0.01], [-0.06, 0.02, 0.00], [0.00, -0.01, 0.01]], "multiplicity": 1, "homo_ev": -2.2, "charge": -2}

---

HOMO-LUMO gap (computed, hartree): 0.2581 0.2013
ΔE to the lowest compared entry with this formula, charge and spin (computed, eV): 18.343 1.346
F_max (computed, eV/Å): 19.7 0.4